(1)
Formula: C23H25F5N2O15
Source: the Open Molecules 2025 dataset
Level of theory: ωB97M-V/def2-TZVPD

Results
HOMO-LUMO gap (alpha / beta) ... 5.87 / 1.81 eV
Net charge ... +1
Spin multiplicity ... 2
Expectation value of S² ... 0.763

Structure (XYZ):
```
70
C23H25F5N2O15 (ωB97M-V/def2-TZVPD)
C 0.342 -3.725 4.469
C 0.129 -2.429 3.711
O 0.674 -1.448 4.554
C 1.078 -1.974 5.721
O 1.573 -1.350 6.650
O 0.764 -3.252 5.749
F -1.188 -2.268 3.683
H 1.086 -4.392 4.034
H -0.605 -4.243 4.621
H 0.465 -2.450 2.674
C 2.599 3.909 -4.377
C 4.027 4.297 -3.960
O 4.030 3.742 -2.667
C 2.761 3.594 -2.159
O 2.401 3.178 -1.093
O 1.929 3.868 -3.194
F 4.101 5.668 -3.863
H 2.511 2.912 -4.808
H 2.112 4.570 -5.094
H 4.858 3.923 -4.556
C 0.476 -2.593 -1.359
C -0.943 -2.644 -1.983
O -0.957 -3.889 -2.623
C 0.235 -4.496 -2.522
O 0.553 -5.561 -3.070
O 0.968 -3.870 -1.641
F -1.060 -1.739 -2.993
H 0.430 -2.373 -0.293
H 1.204 -1.958 -1.866
H -1.737 -2.547 -1.243
C 0.510 1.708 1.322
C -0.370 1.937 0.076
O -1.448 1.123 0.377
C -0.940 0.020 0.921
O -1.451 -1.089 0.911
O 0.256 0.357 1.390
F 0.247 1.556 -1.059
H 0.205 2.199 2.247
H 1.556 1.980 1.180
H -0.599 3.001 0.010
C -1.789 5.522 -0.679
C -1.715 5.674 0.803
O -0.305 5.891 1.026
C 0.360 5.787 -0.129
O 1.578 5.825 -0.191
O -0.430 5.581 -1.176
F -1.902 4.447 1.360
H -2.225 6.429 -1.097
H -2.405 4.654 -0.915
H -2.351 6.458 1.213
N -5.897 -2.383 -0.431
C -4.662 -2.424 -1.045
C -4.804 -3.121 -2.263
C -6.115 -3.589 -2.272
C -6.751 -3.234 -1.110
H -6.120 -1.953 0.455
H -3.822 -1.883 -0.634
H -4.077 -3.277 -3.046
H -6.543 -4.093 -3.127
H -7.760 -3.400 -0.762
N 3.617 -2.405 0.530
C 3.087 -1.200 0.930
C 3.066 -1.127 2.309
C 3.565 -2.365 2.743
C 3.955 -3.139 1.615
H 3.899 -2.545 -0.430
H 2.886 -0.404 0.228
H 2.656 -0.283 2.845
H 3.643 -2.672 3.776
H 4.578 -4.020 1.597
```



(2)
Formula: C23H25FN2O6S2
Source: the Open Molecules 2025 dataset
Level of theory: ωB97M-V/def2-TZVPD

Results
HOMO-LUMO gap ... 9.02 eV
Net charge ... 0
SMILES ... O=S(=O)(NC[C@H]1CCCO1)c1ccc(S(=O)(=O)N(Cc2ccc(F)cc2)Cc2ccco2)cc1
ΔE to the lowest compared entry with this formula, charge and spin ... 0.0 kJ/mol

Structure (XYZ):
```
59
C23H25FN2O6S2 (ωB97M-V/def2-TZVPD)
O 4.215 0.721 -2.025
S 4.077 -0.118 -0.873
O 5.116 -1.057 -0.563
N 3.775 0.861 0.443
C 4.208 2.244 0.445
C 3.012 3.207 0.429
C 2.176 3.119 -0.867
C 0.774 2.749 -0.377
C 0.824 3.208 1.080
O 2.137 2.908 1.506
C 2.514 -0.991 -0.915
C 1.465 -0.490 -1.661
C 0.221 -1.096 -1.565
C 0.070 -2.189 -0.732
S -1.567 -2.898 -0.562
O -2.101 -3.120 -1.873
O -1.505 -3.997 0.357
N -2.396 -1.609 0.120
C -3.658 -1.235 -0.475
C -3.900 0.253 -0.436
C -2.862 1.150 -0.221
C -3.104 2.512 -0.182
C -4.394 2.966 -0.376
F -4.635 4.294 -0.340
C -5.446 2.097 -0.602
C -5.189 0.738 -0.625
C -2.328 -1.571 1.571
C -0.931 -1.322 2.029
C -0.122 -2.028 2.869
C 1.087 -1.295 2.964
C 0.928 -0.201 2.175
O -0.292 -0.207 1.605
C 1.131 -2.720 -0.024
C 2.370 -2.105 -0.110
H 3.925 0.373 1.309
H 4.801 2.421 -0.455
H 4.823 2.446 1.324
H 3.405 4.229 0.560
H 2.169 4.082 -1.376
H 2.599 2.375 -1.538
H 0.623 1.670 -0.412
H -0.013 3.240 -0.945
H 0.645 4.291 1.152
H 0.129 2.684 1.736
H 1.637 0.354 -2.310
H -0.630 -0.736 -2.120
H -4.496 -1.758 0.009
H -3.612 -1.578 -1.512
H -1.861 0.779 -0.069
H -2.308 3.216 0.002
H -6.441 2.484 -0.750
H -6.000 0.046 -0.794
H -2.670 -2.519 2.003
H -2.980 -0.759 1.908
H -0.361 -2.951 3.354
H 1.947 -1.553 3.547
H 1.572 0.628 1.952
H 0.962 -3.591 0.590
H 3.229 -2.477 0.426
```